Formula: C5H12N2
Source: the OMol25 dataset
Level of theory: ωB97M-V/def2-TZVPD

```
19
Properties=species:S:1:pos:R:3:forces:R:3
C -1.92504 -2.01750 -0.31635 0.42 0.65 -0.31
C -0.42188 -1.78517 -0.12397 0.01 -1.39 0.35
C -0.01578 -0.79214 0.99448 -0.42 -0.41 0.33
C 0.28331 0.55653 0.42434 -0.18 0.15 -0.37
N -0.84244 1.11919 -0.15451 -0.68 -0.12 -0.48
C 1.49624 1.07616 0.21113 0.43 0.50 -0.12
N 1.64869 2.04716 -0.83331 -0.44 0.35 0.00
H -2.16907 -2.75436 -1.08213 0.26 -0.30 0.22
H -2.30472 -2.31362 0.65157 -0.50 -0.19 0.10
H -2.43381 -1.12256 -0.65339 -0.13 0.36 0.14
H -0.05659 -2.74246 0.26876 0.01 -0.10 -0.18
H 0.12978 -1.69546 -1.06496 -0.13 0.64 0.15
H 0.74662 -1.31916 1.55993 0.75 0.74 -0.07
H -0.82254 -0.74315 1.72977 -0.38 0.15 -0.12
H -1.75439 0.98544 0.24102 0.17 -0.36 0.11
H -0.81750 1.77047 -0.91528 0.57 0.23 0.19
H 2.36603 0.86769 0.81558 0.06 -0.79 -0.04
H 2.12440 2.90847 -0.60707 0.11 -0.11 0.25
H 2.09419 1.63490 -1.63769 0.08 0.00 -0.11
```
Forces are in eV/Å.

Calculated values
Calculated total energy in eV: -8358.831
Energy relative to the best compared isomer or geometry (same formula, charge and spin) in kJ/mol: 125.98
HOMO-LUMO gap in eV: 8.7

Results of the natural (NBO) charge analysis, in e, for atoms 1 through 5: -0.61 -0.38 -0.44 0.18 -0.85